# 1
Entry from the OMol25 dataset: a 14-piece molecular cluster, C22H72O14 overall (the ωB97M-V functional and the def2-TZVPD basis).

Output
Kohn-Sham gap = 9.02 eV
ΔE to the lowest compared entry with this formula, charge and spin = 0.0 kJ/mol

```
108
Properties=species:S:1:pos:R:3:forces:R:3
C 3.771 -18.676 23.843 -0.8 -0.1 -1.1
O 3.330 -17.893 24.906 -0.2 0.2 1.6
H 4.045 -19.701 24.091 0.6 0.1 0.3
H 2.865 -18.805 23.251 0.2 0.0 -0.6
H 4.509 -18.081 23.304 0.2 -0.7 -0.4
H 4.080 -17.743 25.486 -0.1 0.2 0.2
C 2.681 -24.164 17.550 -0.7 1.1 1.1
C 2.963 -24.751 18.975 -1.7 0.3 -1.2
C 2.328 -24.025 20.244 1.6 0.0 -1.3
O 2.375 -26.043 18.890 0.0 -0.5 0.3
H 1.643 -23.846 17.455 -0.3 -0.3 0.2
H 2.845 -24.867 16.733 0.4 -0.1 0.4
H 3.213 -23.224 17.406 0.5 -0.1 -0.2
H 4.046 -24.872 18.970 0.2 0.2 0.9
H 1.242 -23.944 20.286 0.0 -0.3 -0.5
H 2.734 -23.016 20.315 0.0 0.1 0.1
H 2.668 -24.570 21.125 0.0 0.0 0.2
H 2.110 -26.292 19.778 0.0 -0.3 0.0
C 5.852 -22.762 21.663 1.7 0.1 -1.0
C 6.049 -21.368 20.951 -1.5 -0.5 0.5
C 7.391 -20.696 21.043 0.7 -0.7 1.0
O 5.673 -21.380 19.580 -0.7 0.0 -0.1
H 6.587 -23.405 21.178 0.3 -0.3 0.0
H 4.937 -23.340 21.531 -0.5 0.8 -0.1
H 6.143 -22.784 22.713 -0.2 0.4 0.1
H 5.333 -20.687 21.410 -0.2 0.1 0.0
H 7.301 -19.636 20.806 0.2 -0.2 -0.4
H 8.116 -21.235 20.433 0.0 0.3 -0.4
H 7.809 -20.763 22.047 -0.1 0.1 0.3
H 6.108 -22.074 19.079 0.2 -0.2 0.2
C 3.377 -27.181 24.562 0.1 -0.5 0.1
C 3.892 -26.069 25.469 -1.0 0.0 0.0
C 5.067 -25.348 24.846 0.3 -1.2 0.4
O 2.872 -25.139 25.740 -1.0 1.2 -0.8
H 2.341 -27.480 24.725 0.0 0.2 0.6
H 4.005 -28.052 24.751 0.0 -0.2 -0.2
H 3.404 -26.958 23.496 0.3 0.3 0.0
H 4.053 -26.430 26.485 1.0 -0.7 -0.2
H 5.227 -24.352 25.260 0.1 0.0 0.1
H 4.954 -25.318 23.762 0.1 0.2 0.1
H 5.876 -26.021 25.129 0.7 0.5 -0.5
H 3.337 -24.300 25.771 -0.5 0.4 0.3
C -1.574 -20.012 27.535 0.8 0.1 -1.2
C -2.754 -19.135 27.358 -1.3 -1.3 1.2
C -3.291 -18.643 28.654 -0.3 1.8 1.6
O -2.516 -18.118 26.409 0.1 -0.2 -0.1
H -0.656 -19.432 27.625 0.1 -0.1 0.4
H -1.537 -20.527 26.574 0.7 -0.6 0.1
H -1.726 -20.721 28.349 0.2 0.1 -0.1
H -3.532 -19.848 27.089 -0.3 0.1 -1.2
H -3.118 -17.570 28.739 0.2 0.2 0.1
H -2.826 -19.086 29.534 0.1 -0.1 -0.1
H -4.368 -18.737 28.797 -0.1 -0.3 -0.3
H -3.331 -17.616 26.335 -0.1 0.2 -0.2
C 2.114 -22.055 23.689 -0.8 1.0 -0.4
C 0.818 -21.146 23.538 -0.4 -1.4 -1.1
C 0.388 -21.212 22.063 0.2 0.4 -0.8
O -0.316 -21.621 24.269 0.9 -1.1 1.1
H 2.784 -21.820 24.516 -0.3 0.0 0.2
H 2.680 -21.916 22.768 0.2 0.3 0.0
H 1.891 -23.121 23.667 -0.4 0.0 0.4
H 0.882 -20.122 23.905 1.0 0.2 -0.4
H -0.529 -20.651 21.879 0.0 0.3 0.1
H 0.164 -22.203 21.668 -0.1 -0.5 0.8
H 1.132 -20.903 21.328 0.3 0.6 0.3
H -1.116 -21.502 23.753 0.1 0.2 -0.1
C -1.035 -18.229 17.420 0.2 -0.9 1.0
C 0.413 -18.389 17.939 -0.8 0.1 0.6
C 0.598 -17.898 19.393 0.0 0.9 -1.2
O 0.813 -19.769 17.972 -0.3 0.5 -0.7
H -1.278 -17.192 17.184 0.2 -0.1 -0.2
H -1.730 -18.541 18.199 -0.1 0.0 0.1
H -1.228 -18.902 16.585 0.2 0.3 -0.2
H 0.979 -17.807 17.211 0.8 -0.1 0.2
H 0.076 -18.566 20.078 0.0 0.2 0.0
H 0.270 -16.860 19.455 -0.4 0.0 0.3
H 1.655 -17.818 19.647 0.2 -0.4 0.1
H 1.672 -19.730 18.399 0.2 -0.4 0.0
C -1.191 -24.751 28.328 -1.2 -0.9 1.9
C -0.344 -24.718 27.135 1.1 1.6 -1.7
C 0.459 -23.393 27.086 0.3 -0.2 1.1
O 0.541 -25.824 27.148 -0.4 0.0 0.4
H -0.625 -24.822 29.257 0.4 -0.4 -0.1
H -1.803 -25.647 28.230 -0.1 -0.1 0.4
H -1.876 -23.942 28.581 0.0 0.4 -0.9
H -0.970 -24.804 26.248 -0.2 0.2 -0.2
H -0.174 -22.527 27.277 -0.2 0.0 -0.3
H 1.170 -23.168 26.291 -0.6 -0.5 -0.6
H 1.120 -23.437 27.952 0.1 0.0 0.4
H 1.240 -25.574 26.539 0.5 -0.2 -0.2
O 0.442 -17.575 23.698 -0.3 -0.2 -0.3
H 1.388 -17.523 23.833 0.4 0.1 0.2
H 0.072 -17.006 24.374 -0.1 0.2 0.2
O -1.321 -24.160 23.356 0.1 -1.0 -0.2
H -2.061 -23.604 23.114 -0.1 0.3 0.0
H -0.598 -23.549 23.501 0.1 0.3 0.3
O 1.741 -20.685 26.811 -0.2 0.4 0.3
H 0.963 -20.938 26.314 -0.5 -0.3 -0.2
H 2.112 -19.952 26.319 0.1 0.4 -0.2
O -2.830 -21.781 22.851 -0.2 -0.3 -0.2
H -2.953 -21.029 23.430 0.1 0.7 0.2
H -3.712 -21.998 22.549 -0.2 -0.1 -0.2
O 4.082 -21.772 27.133 1.0 -0.6 -0.1
H 4.520 -20.922 27.102 0.2 0.1 0.1
H 3.159 -21.562 27.276 -0.7 0.1 0.0
O -1.921 -19.307 23.911 -0.6 -0.4 -0.4
H -1.060 -18.935 23.719 0.5 0.2 -0.2
H -2.058 -19.127 24.841 -0.1 0.4 0.5
```
Positions in Å, forces in eV/Å.

Löwdin atomic charge list, values in e, 99 entries: C -0.1596; O -0.1186; H 0.0772; H 0.0671; H 0.0936; H 0.0888; C -0.0525; C -0.4306; C -0.0385; O -0.0722; H 0.0720; H 0.0754; H 0.0645; H 0.1169; H 0.0786; H 0.0569; H 0.0622; H 0.0741; C -0.0336; C -0.4839; C -0.0628; O -0.0579; H 0.0716; H 0.0504; H 0.0698; H 0.1162; H 0.0834; H 0.0831; H 0.0764; H 0.0864; C -0.0385; C -0.4800; C -0.0380; O -0.0753; H 0.0830; H 0.0816; H 0.0701; H 0.1421; H 0.0813; H 0.0742; H 0.0890; H 0.0656; C -0.0537; C -0.5395; C -0.0595; O -0.0280; H 0.0929; H 0.0680; H 0.0960; H 0.1368; H 0.0826; H 0.0832; H 0.0807; H 0.1090; C -0.0212; C -0.4046; C -0.0496; O -0.0969; H 0.0480; H 0.0548; H 0.0785; H 0.1008; H 0.0744; H 0.0763; H 0.0719; H 0.0165; C -0.0553; C -0.4698; C -0.0579; O -0.0619; H 0.0767; H 0.0725; H 0.0768; H 0.1240; H 0.0744; H 0.0764; H 0.0706; H 0.0718; C -0.0772; C -0.4939; C -0.0438; O -0.0422; H 0.0868; H 0.0846; H 0.0770; H 0.1295; H 0.0554; H 0.0507; H 0.0923; H 0.0323; O -0.0306; H 0.0062; H 0.0569; O -0.0568; H -0.0081; H -0.0119; O -0.0422; H 0.0147; H 0.0460

=====

# 2
Entry from the OMol25 dataset: C22H85AlO22 as an isolated structure (the ωB97M-V functional and the def2-TZVPD basis).

Output
Kohn-Sham gap = 3.31 eV

```
130
Properties=species:S:1:pos:R:3:forces:R:3
Al -22.439 -21.848 -6.708 -0.7 1.8 0.1
C -25.021 -21.020 -9.883 1.2 -1.5 1.1
O -24.782 -21.700 -8.679 0.1 0.6 -0.1
H -24.785 -21.679 -10.718 -0.4 -0.1 -0.4
H -26.031 -20.612 -9.934 -0.2 0.2 0.1
H -24.305 -20.203 -9.973 0.1 0.7 0.1
C -22.460 -17.563 -6.062 0.4 -1.8 -0.8
O -21.934 -18.768 -6.537 0.6 -0.4 -0.5
H -22.110 -17.355 -5.051 -0.4 0.2 0.4
H -22.113 -16.762 -6.715 0.1 0.7 -0.2
H -23.539 -17.622 -6.202 -0.4 0.5 0.6
C -26.245 -21.525 -4.831 0.6 -1.3 -0.9
O -25.222 -22.424 -5.131 -0.4 0.4 0.3
H -26.635 -21.577 -3.815 0.7 0.3 0.6
H -25.824 -20.563 -5.124 -0.1 0.9 0.3
H -27.138 -21.657 -5.441 0.0 -0.1 -0.7
C -21.452 -12.841 -11.078 -0.1 1.0 1.2
O -20.072 -13.046 -10.899 1.0 -0.9 -0.5
H -21.540 -11.757 -11.141 -0.9 0.0 -0.6
H -21.912 -13.402 -11.891 0.0 0.1 0.1
H -21.864 -13.098 -10.102 -0.7 -0.3 -0.3
H -19.693 -13.206 -11.767 0.4 0.0 0.1
C -20.591 -16.867 -9.991 -0.6 0.6 1.6
O -20.170 -17.752 -8.919 0.0 -0.3 -1.7
H -19.759 -16.210 -10.244 0.0 -0.2 -0.2
H -21.062 -17.316 -10.866 0.5 -0.6 0.0
H -21.381 -16.245 -9.569 0.0 0.4 -0.1
H -20.768 -17.747 -8.168 -0.5 -0.1 0.4
C -25.041 -16.962 -9.051 -1.4 1.1 -0.4
O -25.920 -16.546 -10.128 1.0 -0.1 0.1
H -25.172 -16.221 -8.262 0.3 0.0 0.3
H -25.370 -17.916 -8.638 0.6 -0.3 -0.2
H -24.016 -16.886 -9.413 -0.1 -0.5 0.1
H -26.774 -16.980 -10.067 -0.1 -0.1 -0.1
C -28.471 -17.204 -8.529 0.9 0.9 3.4
O -28.628 -17.169 -9.865 -1.4 -0.9 -2.5
H -27.778 -17.978 -8.199 0.4 0.0 0.1
H -28.110 -16.207 -8.275 0.3 -0.2 0.7
H -29.367 -17.394 -7.939 -0.4 0.2 -0.2
H -29.302 -17.842 -9.982 0.0 -0.1 -1.2
C -21.112 -21.292 -10.396 0.2 0.5 -1.7
O -21.331 -20.626 -9.226 -0.7 0.2 2.4
H -21.748 -20.812 -11.140 -0.3 -0.5 -0.6
H -20.092 -21.098 -10.729 0.3 -0.6 -0.2
H -21.346 -22.354 -10.317 0.1 0.1 0.1
H -21.066 -19.710 -9.337 0.2 0.4 0.4
C -25.478 -12.586 -9.042 -1.3 0.5 -0.4
O -24.937 -12.561 -10.359 0.3 -0.3 0.3
H -25.746 -11.565 -8.771 0.4 0.1 0.3
H -26.451 -13.074 -9.098 0.0 -0.4 0.3
H -24.878 -13.063 -8.267 0.3 0.0 -0.3
H -25.495 -13.156 -10.865 0.3 -0.1 -0.2
C -18.940 -20.123 -4.445 0.5 -0.1 0.0
O -19.984 -20.401 -5.350 0.0 -0.5 0.4
H -19.145 -20.603 -3.489 0.0 -0.3 -0.1
H -17.994 -20.484 -4.848 0.2 -0.3 0.1
H -18.721 -19.088 -4.185 -0.6 0.4 -0.4
H -20.244 -19.663 -5.907 -0.4 0.7 0.0
C -24.986 -15.692 -4.221 -0.1 -0.7 1.2
O -26.114 -15.907 -3.383 -0.5 0.3 -0.7
H -24.190 -16.229 -3.704 0.8 0.6 -0.2
H -25.044 -16.187 -5.190 -0.4 0.3 -0.3
H -24.839 -14.613 -4.281 0.4 -0.1 -0.3
H -25.848 -16.521 -2.696 -0.3 -0.3 0.3
C -22.182 -17.523 0.210 0.8 0.0 0.7
O -22.942 -16.997 -0.842 -0.7 -0.9 0.1
H -21.167 -17.157 0.051 0.1 0.1 0.8
H -22.594 -17.275 1.188 0.1 0.6 0.1
H -22.078 -18.605 0.288 -0.4 -0.3 -0.9
H -22.417 -16.282 -1.210 0.1 0.4 -0.6
C -18.927 -16.015 -6.380 1.2 0.8 -0.4
O -18.337 -14.728 -6.107 -0.3 -0.7 0.4
H -18.109 -16.736 -6.382 -0.2 -0.3 0.4
H -19.703 -16.249 -5.650 -0.1 -0.2 -0.1
H -19.267 -16.027 -7.415 -0.5 -0.1 0.2
H -18.690 -14.155 -6.792 -0.1 0.4 -0.2
C -23.034 -12.674 -5.817 -0.1 -1.2 -0.1
O -22.666 -11.485 -5.219 0.2 1.8 0.2
H -24.104 -12.870 -5.753 -0.1 -0.2 0.3
H -22.828 -12.681 -6.888 0.4 0.3 0.1
H -22.440 -13.435 -5.312 -0.3 -0.8 -0.4
H -23.046 -11.455 -4.338 0.0 0.1 0.0
C -18.417 -23.083 -7.196 -0.1 -1.0 -0.7
O -19.606 -22.485 -7.661 -1.1 1.0 0.2
H -18.659 -24.141 -7.102 0.6 -0.2 0.6
H -17.664 -22.990 -7.979 0.3 0.1 0.1
H -18.047 -22.648 -6.267 -0.4 0.1 -0.1
H -20.159 -23.137 -8.097 0.4 -0.2 -0.2
C -17.766 -19.925 -8.300 0.5 1.3 -0.1
O -17.576 -18.580 -8.783 0.5 -0.9 -0.2
H -18.226 -19.819 -7.317 -0.2 -0.7 0.0
H -18.353 -20.525 -8.996 -0.2 -0.1 0.2
H -16.778 -20.372 -8.197 0.0 0.0 0.0
H -18.465 -18.260 -8.952 -0.3 0.3 0.1
C -16.899 -16.156 -3.707 -1.1 -0.3 -1.8
O -15.959 -16.475 -2.766 1.2 -0.3 1.7
H -17.463 -15.235 -3.558 0.3 0.2 0.0
H -16.434 -16.174 -4.692 0.1 0.6 -0.1
H -17.636 -16.952 -3.810 -0.3 -0.2 0.4
H -15.885 -15.797 -2.089 -0.1 0.0 -0.1
C -18.951 -18.554 -0.905 -0.8 0.0 -0.7
O -19.014 -19.262 0.301 0.2 0.2 1.1
H -18.373 -17.630 -0.870 0.8 -0.5 0.4
H -18.615 -19.269 -1.656 0.2 0.7 -0.5
H -19.931 -18.144 -1.146 -0.3 -0.4 -0.5
H -19.461 -20.094 0.126 0.0 0.0 0.0
C -25.807 -18.951 -0.560 -0.5 1.2 -0.2
O -25.476 -17.718 -1.240 -0.9 -1.3 0.0
H -26.880 -19.111 -0.672 0.0 0.1 -0.1
H -25.313 -19.842 -0.947 0.3 0.1 -0.1
H -25.629 -18.810 0.506 0.2 -0.3 0.1
H -24.548 -17.531 -1.081 0.7 0.3 0.1
C -22.642 -20.042 -3.017 -0.4 0.7 -0.3
O -22.765 -21.220 -3.825 0.3 0.5 0.3
H -23.274 -19.240 -3.398 -0.2 0.1 -0.3
H -23.015 -20.205 -2.006 0.4 -0.3 0.2
H -21.641 -19.612 -3.021 0.1 -0.6 0.0
H -23.692 -21.445 -3.718 -0.3 -0.7 -0.5
C -19.831 -11.817 -7.488 -0.1 0.1 -0.1
O -19.663 -13.174 -7.915 -0.7 0.5 0.4
H -19.660 -11.739 -6.414 0.6 -0.1 -0.2
H -19.181 -11.195 -8.103 0.2 0.3 0.4
H -20.842 -11.421 -7.585 -0.3 -0.3 -0.4
H -20.098 -13.237 -8.768 0.3 -0.3 -0.4
C -20.971 -14.694 -3.154 -0.2 0.7 -0.3
O -21.268 -15.200 -1.853 0.4 -0.2 -0.1
H -19.916 -14.734 -3.427 0.2 0.0 0.3
H -21.500 -15.220 -3.949 -0.3 -0.2 0.4
H -21.311 -13.659 -3.123 0.2 0.1 -0.6
H -21.050 -14.481 -1.256 0.0 -0.1 0.3
```
Positions in Å, forces in eV/Å.

Löwdin atomic charge list, values in e, 99 entries: Al 1.2126; C -0.2216; O -0.2418; H 0.0671; H 0.0804; H 0.0753; C -0.2688; O -0.3561; H 0.0529; H 0.0599; H 0.0567; C -0.2300; O -0.2201; H 0.0736; H 0.0940; H 0.0689; C -0.1479; O -0.1368; H 0.0857; H 0.0908; H 0.0664; H 0.0850; C -0.0827; O -0.1636; H 0.0852; H 0.0804; H 0.0714; H 0.0418; C -0.1278; O -0.1417; H 0.0625; H 0.0702; H 0.0689; H 0.0084; C -0.2135; O -0.0922; H 0.0812; H 0.0962; H 0.0912; H 0.1029; C -0.1801; O -0.1983; H 0.0813; H 0.0837; H 0.0901; H 0.0579; C -0.1505; O -0.1213; H 0.0776; H 0.0762; H 0.0566; H 0.0701; C -0.1585; O -0.1844; H 0.0687; H 0.0706; H 0.0635; H 0.0251; C -0.1450; O -0.1258; H 0.0671; H 0.0580; H 0.0644; H 0.0168; C -0.1429; O -0.1320; H 0.0648; H 0.0861; H 0.0778; H 0.0276; C -0.1263; O -0.1407; H 0.0733; H 0.0641; H 0.0657; H 0.0091; C -0.1861; O -0.1053; H 0.0714; H 0.0671; H 0.0653; H 0.0820; C -0.1282; O -0.2096; H 0.0856; H 0.0807; H 0.0836; H 0.0494; C -0.1334; O -0.1375; H 0.0662; H 0.0622; H 0.0796; H 0.0040; C -0.2075; O -0.0946; H 0.0758; H 0.0799; H 0.0527

=====

# 3
Entry from the OMol25 dataset: C22H9F8I2N3O5ReS as an isolated structure (the ωB97M-V functional and the def2-TZVPD basis).

Output
Kohn-Sham gap (alpha / beta) = 6.79 / 7.01 eV
ΔE to the lowest compared entry with this formula, charge and spin = 9.6 kJ/mol
multiplicity = 2

```
51
Properties=species:S:1:pos:R:3:forces:R:3
Re -0.720 -1.629 -0.427 -0.1 0.3 -0.1
I 2.474 1.288 -3.315 0.1 0.0 0.0
C 2.881 0.221 -1.579 0.0 0.0 0.0
C 4.164 0.261 -0.989 0.0 0.0 0.1
C 4.446 -0.434 0.157 0.0 0.0 0.0
I 6.373 -0.324 0.948 0.0 0.0 0.0
C 3.444 -1.221 0.791 0.0 0.1 0.0
C 3.592 -1.991 1.966 0.0 0.0 0.0
C 2.526 -2.698 2.452 0.0 0.0 0.0
C 1.289 -2.655 1.786 0.1 0.0 0.0
N 1.122 -1.938 0.695 0.1 0.0 0.0
C 2.177 -1.238 0.192 -0.1 0.1 -0.2
C 1.884 -0.531 -1.007 0.2 0.0 0.2
O 0.658 -0.632 -1.486 -0.3 -0.3 0.2
H 4.935 0.854 -1.463 0.0 0.0 0.0
H 4.551 -2.024 2.466 0.0 0.0 0.0
H 2.617 -3.299 3.346 0.0 0.0 0.0
H 0.433 -3.210 2.143 0.0 0.0 0.0
C 0.135 2.373 -0.226 0.0 -0.1 -0.1
C -0.633 1.596 0.778 0.0 -0.2 0.0
N -0.943 0.306 0.756 0.2 0.3 0.0
C -1.628 0.047 1.916 0.1 0.1 -0.2
C -1.754 1.184 2.647 0.0 0.1 0.1
N -1.111 2.141 1.918 -0.1 0.1 0.0
C -2.372 1.530 3.953 0.0 -0.1 0.2
O -2.983 0.554 4.596 0.0 0.2 0.0
O -2.281 2.657 4.368 0.0 0.0 0.0
C -2.069 -1.325 2.157 -0.3 -0.2 0.0
O -2.714 -1.645 3.138 0.1 -0.1 -0.1
O -1.692 -2.159 1.215 0.1 -0.1 0.0
H 0.287 1.767 -1.116 0.0 0.0 0.0
H 1.105 2.667 0.179 0.0 0.0 0.0
H -0.404 3.279 -0.505 0.0 0.0 0.0
H -1.035 3.101 2.223 0.0 0.0 0.0
H -2.951 -0.305 4.098 0.0 -0.1 0.0
F -1.641 4.324 -3.470 0.0 0.0 0.0
C -1.784 3.030 -3.198 0.0 -0.1 -0.1
C -1.189 2.077 -4.008 -0.1 -0.1 0.0
F -0.482 2.459 -5.070 0.0 0.0 0.0
C -1.338 0.731 -3.708 0.0 0.1 0.0
F -0.767 -0.161 -4.512 0.0 0.0 0.0
C -2.061 0.310 -2.600 0.1 0.0 0.0
S -2.119 -1.412 -2.173 0.1 0.0 0.1
C -2.647 1.285 -1.812 -0.1 0.0 0.1
F -3.337 0.933 -0.721 -0.1 0.1 0.0
C -2.523 2.631 -2.097 0.0 0.0 0.0
F -3.076 3.547 -1.298 0.0 0.0 0.0
F -1.931 -4.179 -1.299 -0.1 -0.1 -0.1
C -0.725 -3.681 -0.927 0.2 -0.1 0.0
F 0.130 -3.949 -1.956 0.0 0.0 -0.1
F -0.313 -4.513 0.080 0.0 0.1 0.1
```
Positions in Å, forces in eV/Å.

Charges in e, computed with natural (NBO), in the same order as the atoms: Re 1.2023; I 0.1996; C -0.2203; C -0.2236; C -0.1639; I 0.1725; C -0.1312; C -0.1036; C -0.2500; C 0.0972; N -0.4835; C 0.1825; C 0.2630; O -0.6697; H 0.2423; H 0.2387; H 0.2388; H 0.2392; C -0.6740; C 0.4296; N -0.5162; C -0.0204; C 0.0375; N -0.4703; C 0.7643; O -0.6536; O -0.5766; C 0.7972; O -0.5899; O -0.6710; H 0.2601; H 0.2455; H 0.2407; H 0.4536; H 0.5134; F -0.2799; C 0.2868; C 0.2527; F -0.2848; C 0.4066; F -0.2895; C -0.3562; S 0.1759; C 0.3834; F -0.3075; C 0.2423; F -0.2896; F -0.3496; C 0.7276; F -0.3512; F -0.3668